Entry from OMol25: a 2-piece molecular cluster, C5H12N2 overall in a non-equilibrium geometry (ωB97M-V with the def2-TZVPD basis set).

Each line ends with the natural charge from an NBO analysis.
CARTESIAN COORDINATES (ANGSTROEM)
C -0.58348 -0.38150 0.30491  -0.12
C 2.25520 0.43719 0.01918  -0.23
C -2.08292 -0.16782 0.55559  -0.62
C 0.16053 0.86607 -0.06618  -0.08
N -0.29478 -1.40861 -0.72035  -0.84
N 2.45584 -0.82144 0.48107  -0.80
C -0.31828 1.95706 -0.63953  -0.45
H -0.13672 -0.76049 1.23529  0.18
H -0.83833 -2.24630 -0.53632  0.36
H -0.57284 -1.06198 -1.63309  0.36
H 2.45751 -0.97134 1.47732  0.37
H 2.14309 -1.61592 -0.06801  0.39
H 1.46332 1.14087 0.58089  0.28
H 2.31459 0.51137 -1.06372  0.19
H -2.54966 -1.10248 0.87667  0.20
H -2.25050 0.58330 1.32949  0.22
H -2.58620 0.16033 -0.35648  0.20
H -1.36910 2.09230 -0.88632  0.19
H 0.33272 2.78939 -0.89042  0.20

Calculated values
E	-307.069577	a.u.
ΔE to the lowest compared entry with this formula, charge and spin	419.5	kJ/mol



Entry from OMol25: C16H22Br2NOP2V as an isolated structure (ωB97M-V with the def2-TZVPD basis set).

Each line ends with the Löwdin spin population.
CARTESIAN COORDINATES (ANGSTROEM)
V -0.22848 -0.27962 0.06498  0.98
C -1.19133 -3.94139 0.39970  0.00
P -0.42506 -2.62359 -0.58323  -0.01
C -1.37021 -2.64295 -2.15149  0.00
C 1.19143 -3.34375 -1.10099  0.00
C 2.05448 -2.26443 -1.76403  0.00
P 1.97082 -0.72756 -0.76175  0.00
C 3.02335 0.44607 -1.66380  -0.01
C 2.96911 -1.12390 0.70906  0.01
H -1.15141 -4.89313 -0.13258  0.00
H -2.23133 -3.69116 0.60612  0.00
H -0.67342 -4.04583 1.35265  0.00
H -1.38836 -3.65244 -2.56625  0.00
H -0.91036 -1.98685 -2.89314  0.00
H -2.39545 -2.31335 -1.98745  0.00
H 1.03635 -4.19789 -1.76327  0.00
H 1.67820 -3.73068 -0.20190  0.00
H 1.67514 -2.02875 -2.76296  0.00
H 3.08629 -2.59605 -1.89506  0.00
H 4.01245 0.02618 -1.85289  0.00
H 3.13461 1.35655 -1.07481  0.00
H 2.57237 0.71379 -2.62016  0.00
H 3.93888 -1.52526 0.41008  0.00
H 2.46159 -1.84124 1.35265  0.00
H 3.11626 -0.21487 1.29094  0.00
C -1.04127 2.13628 -2.27247  0.00
C -1.24031 2.54086 -0.84476  0.00
C -1.85129 3.76542 -0.51151  0.00
C -2.04867 4.09132 0.79889  0.00
C -1.63669 3.20906 1.82090  0.00
C -1.80056 3.43978 3.21688  0.00
Br -2.61688 5.02428 3.81824  0.00
C -1.36826 2.51772 4.11987  0.00
C -0.73842 1.32338 3.69356  0.00
Br -0.16303 0.08994 4.97870  0.00
C -0.53780 1.06522 2.36617  0.01
O 0.07345 -0.04277 1.88947  0.02
C -1.01443 2.01871 1.42279  0.00
N -0.82851 1.70454 0.09027  0.01
H -0.93963 3.00464 -2.92131  0.00
H -1.89263 1.55665 -2.63681  0.00
H -0.13663 1.53253 -2.38236  0.00
H -2.16051 4.43256 -1.30375  0.00
H -2.52092 5.02694 1.06660  0.00
H -1.49293 2.68504 5.18023  0.00

Calculated values
spin multiplicity	2
E	-7527.459860	a.u.
net charge	+1
ΔE to the lowest compared entry with this formula, charge and spin	0.0	kJ/mol
<S²>	0.78



Entry from OMol25: one molecule with the formula C3H8N2O in a non-equilibrium geometry (ωB97M-V with the def2-TZVPD basis set).

Each line ends with the natural charge from an NBO analysis.
CARTESIAN COORDINATES (ANGSTROEM)
C -1.06309 -0.53633 1.14441  -0.77
N -0.43822 -0.15479 -0.21551  -0.47
C -0.99696 1.10432 -0.76586  -0.41
C 1.03514 -0.25075 -0.57332  0.78
O 1.42703 0.08273 -1.66734  -0.59
N 1.77126 -0.76947 0.41842  -0.81
H -0.46513 -1.38627 1.49904  0.14
H -1.00318 0.32400 1.81099  0.15
H -0.97112 -0.92559 -0.61103  0.47
H -0.67506 1.25097 -1.79841  0.23
H -2.07805 1.01561 -0.67462  0.23
H -0.65120 1.94244 -0.15488  0.21
H 2.76850 -0.82385 0.28082  0.42
H 1.36599 -0.86176 1.34050  0.42

Calculated values
E	-303.760411	a.u.
ΔE to the lowest compared entry with this formula, charge and spin	345.8	kJ/mol



Entry from OMol25: a 5-piece molecular cluster, CH11NO6 overall in a non-equilibrium geometry (ωB97M-V with the def2-TZVPD basis set).

Each line ends with the natural charge from an NBO analysis.
CARTESIAN COORDINATES (ANGSTROEM)
N 0.98242 1.92971 -0.37772  -0.83
C 1.71847 1.28397 0.54821  0.87
O 1.87482 1.67602 1.68380  -0.64
O 2.36520 0.19629 0.07531  -0.73
H 0.28875 2.56551 -0.02456  0.42
H 0.76894 1.43078 -1.22665  0.40
H 3.14404 0.02049 0.61403  0.51
O 0.82668 -2.34503 -0.62828  -0.96
H 1.54857 -1.86945 -0.19826  0.47
H 0.23702 -1.60644 -0.84173  0.48
O -2.14158 1.33130 0.08399  -0.96
H -1.89747 0.98874 -0.78023  0.46
H -1.59058 0.78998 0.64460  0.49
O -1.31283 -0.96945 -1.71624  -0.97
H -1.80156 -0.88429 -2.54239  0.49
H -1.86099 -1.57947 -1.20567  0.49
O -1.33616 -0.77190 1.75261  -0.95
H -0.70235 -1.43901 1.44671  0.48
H -1.11138 -0.74776 2.69247  0.48

Calculated values
E	-550.933843	a.u.
structure (SMILES)	NC(=O)O.O.O.O.O
ΔE to the lowest compared entry with this formula, charge and spin	33.9	kJ/mol